Entry 1:
{"formula": "C8H11NO", "method": "the ωB97M-V functional and the def2-TZVPD basis", "smiles": "C=C=CCC(=O)C/C=N/C", "homo_ev": -9.2, "charge": 0, "orbital_gap_ev": 9.817, "energy_ha": -441.27047, "multiplicity": 1, "symbols": ["C", "C", "C", "C", "C", "O", "C", "C", "N", "C", "H", "H", "H", "H", "H", "H", "H", "H", "H", "H", "H"], "positions_angstrom": [[-0.29, 1.95, -0.37], [-1.06, 1.15, 0.31], [-2.03, 0.60, 1.03], [-1.86, -0.77, 1.60], [-1.13, -1.69, 0.64], [-1.67, -2.53, -0.05], [0.37, -1.28, 0.63], [0.88, -0.75, -0.67], [2.05, -0.32, -0.74], [2.47, 0.63, -1.78], [0.55, 2.53, -0.03], [-0.34, 2.18, -1.50], [-2.90, 1.11, 1.40], [-1.31, -0.54, 2.63], [-2.87, -1.30, 1.90], [0.47, -0.60, 1.49], [0.93, -2.22, 0.99], [-0.04, -0.65, -1.42], [1.60, 0.81, -2.53], [2.86, 1.66, -1.34], [3.31, 0.06, -2.18]]}

---

Entry 2:
{"formula": "C8H11NO2", "method": "the ωB97M-V functional and the def2-TZVPD basis", "smiles": "O=C1C=CN2CCOC[C@H]2C1", "homo_ev": -8.1, "charge": 0, "orbital_gap_ev": 8.589, "energy_ha": -516.52097, "multiplicity": 1, "symbols": ["O", "C", "C", "C", "N", "C", "C", "O", "C", "C", "C", "H", "H", "H", "H", "H", "H", "H", "H", "H", "H", "H"], "positions_angstrom": [[-1.96, 2.62, 0.68], [-1.73, 1.35, 0.72], [-2.32, 0.23, -0.11], [-1.34, -0.76, -0.40], [-0.14, -1.01, -0.02], [0.80, -2.03, -0.48], [2.18, -1.39, -0.82], [2.00, -0.12, -1.38], [1.51, 0.65, -0.33], [0.60, -0.08, 0.69], [-0.39, 0.93, 1.48], [-3.42, 0.21, -0.50], [-1.62, -1.61, -1.19], [1.04, -2.72, 0.44], [0.21, -2.63, -1.34], [2.57, -2.12, -1.59], [2.96, -1.41, 0.07], [0.54, 1.34, -0.78], [2.27, 1.15, 0.31], [0.95, -0.78, 1.41], [-0.74, 0.39, 2.36], [0.08, 1.82, 2.01]]}

---

Entry 3:
{"formula": "C8H11NO3", "method": "the ωB97M-V functional and the def2-TZVPD basis", "smiles": "CC1=CC=C[C@@H]([N+](=O)[O-])[C@]1(C)O", "homo_ev": -8.9, "charge": 0, "orbital_gap_ev": 8.893, "energy_ha": -591.74059, "multiplicity": 1, "symbols": ["C", "C", "C", "C", "C", "C", "N", "O", "O", "C", "C", "O", "H", "H", "H", "H", "H", "H", "H", "H", "H", "H", "H"], "positions_angstrom": [[2.02, -0.14, -1.11], [0.90, 0.31, -0.43], [0.67, 1.65, -0.41], [-0.42, 2.23, 0.40], [-1.39, 1.50, 0.88], [-1.31, 0.02, 0.79], [-2.32, -0.27, -0.25], [-3.47, -0.43, 0.12], [-2.01, -0.20, -1.39], [0.14, -0.57, 0.47], [0.07, -2.06, -0.11], [0.71, -0.70, 1.79], [1.94, -0.58, -2.21], [2.43, -1.10, -0.75], [2.88, 0.54, -1.19], [1.32, 2.26, -1.08], [-0.25, 3.34, 0.37], [-2.26, 1.97, 1.35], [-1.51, -0.43, 1.81], [-0.82, -2.49, 0.29], [1.02, -2.59, 0.16], [0.06, -2.03, -1.16], [1.59, -0.23, 1.67]]}